Record 1
Entry from OMol25: a structure of composition C25H49ClO7SV in a non-equilibrium geometry (the ωB97M-V functional and the def2-TZVPD basis).

The value obtained for the HOMO energy is -11.544 eV. Its total energy is -3310.5270 Ha. Its charge is +1.

Structure (XYZ):
```
84
Properties=species:S:1:pos:R:3:lowdin_charge:R:1
C -7.575 6.005 -6.689 -0.119
C -6.233 6.076 -7.414 -0.271
C -5.067 6.315 -6.435 -0.218
C -3.815 5.479 -6.707 -0.211
C -4.078 3.962 -6.799 -0.207
C -3.510 3.192 -5.585 -0.216
C -2.106 2.635 -5.842 -0.211
C -1.293 2.435 -4.566 -0.224
C -1.544 1.080 -3.901 -0.226
C -0.889 1.039 -2.515 -0.214
C -1.110 -0.304 -1.799 -0.202
C 0.137 -0.879 -1.100 -0.192
C 0.185 -0.641 0.425 -0.194
C 0.499 -1.918 1.215 -0.185
C 0.978 -1.535 2.615 -0.112
C 1.225 -2.722 3.561 -0.398
C 0.031 -2.712 4.547 -0.593
Cl 0.211 -3.880 5.898 0.760
C -1.316 -2.989 3.879 -0.244
C -2.448 -2.680 4.893 -0.103
O 1.199 -4.037 2.937 -0.131
S 2.340 -4.988 3.467 0.602
O 1.875 -6.133 4.155 -0.214
O 3.325 -5.248 2.471 -0.218
O 2.892 -3.993 4.618 -0.183
C 2.634 -2.646 4.193 -0.444
C 2.641 -1.565 5.284 0.023
C 3.764 -2.300 3.183 -0.106
C 5.134 -2.917 3.496 -0.136
C 5.665 -2.724 4.901 -0.241
O 6.032 -1.425 5.202 -0.149
C 5.854 -1.034 6.552 -0.075
H -7.738 6.932 -6.136 0.072
H -7.610 5.177 -5.982 0.070
H -8.384 5.917 -7.414 0.067
H -6.255 6.889 -8.142 0.103
H -6.106 5.161 -7.992 0.092
H -5.427 6.145 -5.417 0.106
H -4.786 7.368 -6.501 0.106
H -3.309 5.827 -7.608 0.107
H -3.113 5.658 -5.888 0.102
H -5.148 3.753 -6.808 0.094
H -3.666 3.583 -7.735 0.109
H -4.218 2.396 -5.347 0.104
H -3.528 3.890 -4.744 0.105
H -2.213 1.690 -6.381 0.115
H -1.617 3.325 -6.533 0.109
H -0.225 2.500 -4.789 0.110
H -1.520 3.228 -3.851 0.108
H -1.090 0.296 -4.512 0.117
H -2.620 0.914 -3.815 0.117
H -1.392 1.819 -1.937 0.110
H 0.164 1.288 -2.655 0.109
H -1.406 -1.026 -2.564 0.102
H -1.949 -0.240 -1.105 0.106
H 0.158 -1.955 -1.279 0.103
H 1.017 -0.454 -1.583 0.104
H -0.748 -0.180 0.750 0.112
H 1.007 0.054 0.621 0.110
H -0.408 -2.522 1.226 0.115
H 1.247 -2.489 0.664 0.121
H 0.219 -0.881 3.044 0.130
H 1.859 -0.911 2.487 0.115
H -0.041 -1.737 5.018 0.094
H -1.497 -2.344 3.025 0.101
H -1.382 -4.051 3.658 0.116
H -2.096 -1.978 5.652 0.068
H -2.734 -3.573 5.441 0.067
H -3.302 -2.209 4.415 0.074
H 1.801 -0.885 5.193 0.096
H 3.522 -0.944 5.146 0.077
H 2.688 -1.994 6.284 0.099
H 3.482 -2.727 2.216 0.124
H 3.868 -1.232 3.008 0.125
H 5.858 -2.514 2.787 0.129
H 5.095 -3.988 3.315 0.104
H 6.625 -3.349 4.935 0.098
H 5.027 -3.172 5.667 0.132
H 5.739 0.047 6.568 0.103
H 4.951 -1.456 6.988 0.083
H 6.711 -1.301 7.179 0.092
O 8.312 -4.238 3.539 -0.271
V 9.496 -4.109 4.703 1.342
O 11.048 -4.346 5.051 -0.251
```

Record 2
Entry from OMol25: a structure of composition CHCuF3NO3S2 in a non-equilibrium geometry (the ωB97M-V functional and the def2-TZVPD basis).

The value obtained for the HOMO energy (alpha / beta) is -14.959 / -15.919 eV. The multiplicity is 2. Its total energy is -3055.1690 Ha. The value obtained for the energy relative to the best compared isomer or geometry (same formula, charge and spin) is 20.6 kcal/mol. Its charge is +1.

Structure (XYZ):
```
12
Properties=species:S:1:pos:R:3:mulliken_spin:R:1
Cu 3.050 -2.388 0.179 0.457
N 0.543 -1.653 -1.661 0.001
S -0.451 -1.587 -2.844 -0.001
O 0.434 -1.395 -4.000 0.000
S 0.142 -1.391 -0.108 0.025
O 1.449 -1.656 0.606 -0.035
O -1.047 -2.124 0.264 0.007
C -0.138 0.547 -0.074 0.007
F -1.332 0.754 0.423 0.001
F 0.789 1.004 0.736 0.001
F -0.017 1.176 -1.218 0.001
H 3.159 -2.266 1.848 0.537
```

Record 3
Entry from OMol25: a structure of composition C20H32Br24O6S3 in a non-equilibrium geometry (the ωB97M-V functional and the def2-TZVPD basis).

The value obtained for the HOMO energy (alpha / beta) is -11.528 / -11.527 eV. The multiplicity is 2. Its total energy is -64203.0362 Ha. Its charge is +1.

Structure (XYZ):
```
85
Properties=species:S:1:pos:R:3:mulliken_spin:R:1
C -2.556 4.282 1.238 0.000
Br -0.951 5.257 0.406 0.000
Br -3.922 5.520 1.858 0.000
Br -1.925 3.040 2.656 0.000
H -2.942 3.704 0.399 0.000
C 2.381 -1.268 5.572 0.000
Br 4.351 -1.196 5.257 0.000
Br 1.789 -3.135 5.938 0.000
Br 1.347 -0.411 4.117 0.000
H 2.248 -0.747 6.520 0.000
C 0.614 -0.057 -5.487 -0.041
Br -0.454 1.589 -5.967 0.053
Br 2.558 0.409 -5.177 0.188
Br 0.670 -1.285 -7.014 0.289
H 0.294 -0.595 -4.595 0.013
C 3.668 -3.624 -4.198 -0.030
Br 2.972 -2.249 -2.931 0.203
Br 2.910 -3.728 -6.056 0.194
Br 3.443 -5.406 -3.303 0.108
H 4.755 -3.557 -4.243 0.001
C 3.751 2.987 -2.607 0.003
Br 3.399 1.267 -1.588 0.011
Br 5.646 3.098 -3.016 0.000
Br 3.259 4.505 -1.458 0.001
H 3.133 3.049 -3.502 -0.002
C 1.249 -5.816 2.189 0.000
Br 1.896 -6.166 0.323 0.001
Br 1.164 -3.835 2.362 0.000
Br 2.440 -6.498 3.545 0.000
H 0.295 -6.321 2.337 0.000
C -2.211 -4.513 -2.985 0.000
Br -2.673 -5.417 -1.219 0.000
Br -3.564 -4.925 -4.442 0.000
Br -0.364 -4.991 -3.646 0.001
H -2.303 -3.442 -2.804 0.000
C -2.716 -3.328 2.906 0.000
Br -4.281 -4.402 2.381 0.000
Br -2.029 -3.775 4.697 0.000
Br -3.359 -1.478 2.914 0.000
H -2.048 -3.424 2.050 0.000
C 3.981 6.289 1.993 0.000
C 5.295 5.522 2.232 0.000
C 5.169 4.022 1.828 0.000
S 3.510 3.490 2.514 0.000
O 3.549 3.325 3.993 0.000
O 2.942 2.525 1.612 0.000
C 2.848 5.198 2.222 0.000
H 3.997 6.624 0.956 0.000
H 3.818 7.231 2.517 0.000
H 5.487 5.605 3.302 0.000
H 6.166 6.034 1.824 0.000
H 5.945 3.311 2.112 0.000
H 5.145 3.933 0.742 0.000
H 2.152 5.466 3.017 0.000
H 2.174 4.986 1.392 0.000
C -5.563 -1.618 -1.954 0.000
C -5.307 -2.331 -0.671 0.000
C -5.986 -1.503 0.472 0.000
S -5.663 0.273 0.041 0.000
O -4.465 0.668 0.756 0.000
O -6.852 1.152 -0.036 0.000
C -5.121 -0.194 -1.679 0.000
H -6.595 -1.662 -2.303 0.000
H -5.064 -2.155 -2.760 0.000
H -4.239 -2.393 -0.461 0.000
H -5.501 -3.403 -0.710 0.000
H -5.744 -1.617 1.529 0.000
H -7.061 -1.611 0.332 0.000
H -4.042 -0.239 -1.532 0.000
H -5.271 0.676 -2.318 0.000
C 0.076 1.287 -0.159 0.000
C 0.851 0.163 0.505 -0.002
C 0.832 -1.086 -0.345 0.009
S -0.955 -1.180 -0.917 0.001
O -1.802 -2.013 -0.050 0.001
O -0.891 -1.374 -2.373 0.001
C -1.257 0.618 -0.537 -0.001
H 0.682 1.708 -0.962 0.000
H -0.022 2.077 0.586 0.000
H 0.397 -0.093 1.462 0.000
H 1.840 0.582 0.688 0.001
H 1.102 -2.044 0.100 0.002
H 1.349 -0.870 -1.280 -0.006
H -1.980 0.570 0.278 0.000
H -1.862 0.935 -1.386 0.000
```

Record 4
Entry from OMol25: a structure of composition H8LiO4 in a non-equilibrium geometry (the ωB97M-V functional and the def2-TZVPD basis).

The value obtained for the HOMO energy is -16.272 eV. Its total energy is -313.0086 Ha. The value obtained for the energy relative to the best compared isomer or geometry (same formula, charge and spin) is 102.3 kcal/mol. Its charge is +1.

Structure (XYZ):
```
13
Properties=species:S:1:pos:R:3:nbo_charge:R:1
Li -0.030 0.132 -0.100 0.837
O -0.639 -1.255 -0.456 -0.958
H -0.943 -1.651 0.361 0.479
H -0.559 -1.991 -1.063 0.518
O -1.216 1.001 -0.087 -0.956
H -1.499 0.892 0.820 0.485
H -2.024 1.165 -0.573 0.515
O 1.106 0.556 -0.987 -0.964
H 1.770 0.989 -0.452 0.494
H 1.432 0.632 -1.884 0.509
O 0.829 -0.084 1.091 -0.966
H 0.331 -0.707 1.621 0.491
H 1.440 0.320 1.708 0.516
```